# C37H41NOP3PdS

C37H41NOP3PdS as an isolated structure (ωB97M-V with the def2-TZVPD basis set, OMol25).

HOMO-LUMO gap   0.1609 Ha
Energy above the lowest of the compared OMol25 structures with the same formula, charge and spin   26.20 kJ/mol
LUMO   2.19 eV
E   -3114.61559 a.u.

Structure (ORCA input):
```
! RIJCOSX wB97M-V def2-TZVPD def2/J DEFGRID3
* xyz -1 1
Pd -1.45148 -1.73378 0.64647
O -1.14511 -4.79435 0.62173
C -1.00231 -3.75366 -0.01879
C -0.37753 -3.95113 -1.40669
C -0.56213 -5.14860 -2.09122
C -0.05736 -5.32568 -3.36913
C 0.66860 -4.30154 -3.96564
C 0.86902 -3.10601 -3.28812
C 0.32958 -2.90970 -2.01721
P 0.41581 -1.34525 -1.05425
C 1.58672 -0.34346 -2.09327
C 1.09940 0.13843 -3.31541
C 1.85342 0.97233 -4.12399
C 3.11832 1.37968 -3.71668
C 3.59628 0.96214 -2.48512
C 2.83834 0.11732 -1.68057
C 1.62317 -1.84131 0.25698
C 2.71934 -2.66578 0.01327
C 3.54726 -3.06883 1.05150
C 3.28648 -2.65729 2.35355
C 2.19225 -1.84350 2.61132
C 1.36876 -1.44419 1.56685
H -1.10632 -5.93501 -1.58074
H -0.21602 -6.25920 -3.89802
H 1.08586 -4.43134 -4.95786
H 1.45379 -2.32862 -3.76301
H 0.10479 -0.15494 -3.63603
H 1.44991 1.31310 -5.07054
H 3.71280 2.03119 -4.34552
H 4.57404 1.28404 -2.14371
H 3.24505 -0.20578 -0.73085
H 2.91703 -3.00685 -0.99731
H 4.38860 -3.72041 0.84670
H 3.92541 -2.98697 3.16432
H 1.96406 -1.53487 3.62440
H 0.49238 -0.82791 1.75337
C -4.03148 -4.90685 3.53698
P -3.26399 -3.52033 2.55729
C -4.21992 -3.83754 1.01539
C -4.32827 -2.15990 3.25915
C -4.29509 -0.85271 2.45743
P -2.61119 -0.32790 1.88389
C -2.96169 1.45457 1.60312
C -1.81212 -0.16819 3.54246
H -5.11893 -4.97414 3.41922
H -3.80064 -4.78900 4.59839
H -3.57939 -5.84156 3.19987
H -5.29597 -3.72723 1.18709
H -4.00910 -4.85878 0.69330
H -3.88630 -3.16367 0.22694
H -3.97177 -1.97315 4.27725
H -5.36529 -2.50833 3.33975
H -4.73391 -0.03816 3.04793
H -4.90718 -0.96318 1.55675
H -3.52274 1.89006 2.43602
H -3.52418 1.59306 0.67840
H -2.00286 1.95859 1.49321
H -2.45907 0.33283 4.27107
H -0.89298 0.41270 3.43394
H -1.54767 -1.16168 3.90632
N 0.00376 1.95950 0.02379
S -0.21273 3.47582 -0.25819
C 0.56870 4.02960 -1.78874
C 1.94274 4.18218 -1.90825
C 2.48039 4.58958 -3.11765
C 1.64988 4.83430 -4.20367
C 0.27882 4.66271 -4.08467
C -0.26535 4.25916 -2.87296
C 0.79389 4.49597 0.85321
C 0.72956 5.88220 0.79513
C 1.44696 6.63618 1.70927
C 2.21758 6.00572 2.68048
C 2.26471 4.62134 2.73847
C 1.54299 3.86031 1.82624
H 0.97570 1.67423 -0.11472
H 2.58704 3.98809 -1.05938
H 3.55213 4.70521 -3.21662
H 2.07505 5.14931 -5.14835
H -0.36882 4.84286 -4.93313
H -1.33392 4.11655 -2.76632
H 0.13180 6.36740 0.03174
H 1.40439 7.71729 1.66787
H 2.77395 6.59721 3.39636
H 2.85578 4.12868 3.49986
H 1.53853 2.77681 1.86830
*
```

=====

# C37H42BCaN14O2S7Sb

C37H42BCaN14O2S7Sb as an isolated structure (ωB97M-V with the def2-TZVPD basis set, OMol25).

HOMO-LUMO gap   0.2910 Ha
Energy above the lowest of the compared OMol25 structures with the same formula, charge and spin   0.00 kJ/mol
LUMO   0.11 eV
E   -6082.61019 a.u.

Structure (ORCA input):
```
! RIJCOSX wB97M-V def2-TZVPD def2/J DEFGRID3
* xyz 0 1
Ca 1.55256 -0.08497 0.92689
C 3.51628 3.25887 3.35137
C 3.22111 1.91484 3.10325
N 2.22492 1.80613 2.23642
N 1.84603 3.05916 1.91572
C 2.61876 3.95161 2.57007
B 0.72648 3.37274 0.88877
N 1.22613 3.05680 -0.55609
C 1.09321 3.74449 -1.70530
C 1.47609 2.92871 -2.75144
C 1.82156 1.72409 -2.13769
N 1.67821 1.80046 -0.81624
N -0.55351 2.49525 1.10378
C -1.81977 2.92229 1.25943
C -2.66599 1.83484 1.19336
C -1.80539 0.75266 0.97601
N -0.54237 1.15390 0.92500
N 0.33007 4.82802 1.12146
C -0.13989 5.29704 2.30630
C -0.31101 6.65215 2.18472
C 0.09695 6.93174 0.86689
N 0.48374 5.83791 0.23516
H 4.26329 3.66724 4.00856
H 3.68064 1.02558 3.50684
H 2.47698 5.01103 2.44274
H 0.75246 4.76409 -1.68065
H 1.49469 3.17221 -3.79929
H 2.15299 0.80073 -2.58901
H -2.04914 3.96345 1.40037
H -3.73704 1.83135 1.29916
H -2.04576 -0.29470 0.88082
H -0.30942 4.62998 3.13898
H -0.67378 7.33543 2.93246
H 0.12514 7.88065 0.35498
N 0.84844 -2.03111 4.33551
C 2.10238 -2.10601 3.88537
N 2.52750 -1.63146 2.73528
C 3.86208 -1.96068 2.54272
C 4.45671 -2.63893 3.54802
S 3.31771 -2.94696 4.80735
C 4.55500 -1.51675 1.32726
C 5.69535 -2.04975 0.83538
S 6.27477 -1.09218 -0.48033
C 4.90801 -0.04247 -0.28680
N 4.07708 -0.40198 0.65591
N 4.76481 1.08235 -1.01895
H 0.09342 -1.60425 3.80722
H 0.62063 -2.31476 5.27080
H 5.49042 -2.92387 3.63850
H 6.22425 -2.92589 1.16835
H 5.28453 1.20219 -1.86885
H 3.89663 1.59099 -0.91961
S -4.36309 1.31089 4.67440
Sb -2.39156 0.41225 4.16782
S -2.31523 -1.71572 3.39031
S -0.42545 1.42180 4.48332
C 2.81989 -7.20204 -3.92271
C 2.34671 -6.29769 -2.81904
C 2.55757 -6.62250 -1.48488
C 2.11610 -5.78226 -0.47040
C 1.44601 -4.61731 -0.80154
C 1.22815 -4.26484 -2.12845
C 1.68110 -5.10758 -3.12449
S 0.89447 -3.56405 0.51543
C -0.87376 -3.72916 0.30202
O 1.17685 -2.14955 0.05798
H 3.37591 -8.05144 -3.52925
H 3.46538 -6.66320 -4.61759
H 1.97423 -7.58648 -4.49531
H 3.07966 -7.53741 -1.23327
H 2.29561 -6.03030 0.56896
H 0.71172 -3.34278 -2.36683
H 1.51437 -4.84239 -4.16209
H -1.11354 -3.38924 -0.70450
H -1.34936 -3.09664 1.05371
H -1.15838 -4.76940 0.45237
C -2.35606 1.87849 -4.69550
C -2.39089 2.56964 -3.33908
C -1.82007 1.71300 -2.21651
N -2.62826 0.52004 -1.97960
C -2.25236 -0.72046 -2.25332
S -0.79855 -1.15095 -2.96716
N -3.10177 -1.77097 -1.91347
C -4.12382 -1.97279 -0.98106
O -4.33106 -3.10852 -0.61694
C -4.94190 -0.83303 -0.47852
C -5.12292 -0.70983 0.89616
C -5.94621 0.29037 1.39147
C -6.59964 1.14943 0.51754
C -6.43859 1.01097 -0.85509
C -5.60985 0.01833 -1.35671
H -2.78695 2.51216 -5.47149
H -2.91826 0.94311 -4.67617
H -1.33167 1.63308 -4.97940
H -3.41702 2.85774 -3.08731
H -1.81041 3.49512 -3.36931
H -1.78949 2.27918 -1.28478
H -0.80999 1.38617 -2.45017
H -3.49878 0.65881 -1.48617
H -2.71379 -2.65586 -2.21012
H -4.60740 -1.38237 1.57243
H -6.05167 0.40321 2.46216
H -7.24137 1.92857 0.90838
H -6.96418 1.66838 -1.53541
H -5.49537 -0.10826 -2.42780
*
```

=====

# C37H42Cl3N7O5SSeY

C37H42Cl3N7O5SSeY as an isolated structure (ωB97M-V with the def2-TZVPD basis set, OMol25).

HOMO-LUMO gap   0.2225 Ha
Energy above the lowest of the compared OMol25 structures with the same formula, charge and spin   116.79 kJ/mol
LUMO   1.67 eV
E   -6413.38058 a.u.

Structure (ORCA input):
```
! RIJCOSX wB97M-V def2-TZVPD def2/J DEFGRID3
* xyz -1 1
Y -0.77980 -0.61031 -0.30143
N 0.09310 1.69133 -1.28261
C 0.81588 1.51276 -2.54589
C 0.26952 0.32206 -3.35127
O 0.46180 0.30682 -4.57486
N -0.34540 -0.58383 -2.60207
C -0.93633 -1.69769 -3.32501
C -1.88658 -2.51875 -2.43681
O -2.22987 -3.63032 -2.82823
O -2.25419 -1.97919 -1.32159
H 0.54946 2.34542 -0.65495
H -0.82996 2.07353 -1.47275
H 0.78230 2.39493 -3.19077
H 1.86367 1.29604 -2.33568
H -1.51555 -1.33844 -4.18266
H -0.17035 -2.36649 -3.73049
C 3.83155 1.17345 -0.38236
C 2.73581 0.79784 0.59152
O 1.92046 -0.08320 0.36050
N 2.82545 1.42033 1.79584
C 1.77774 1.34851 2.80004
C 1.02920 2.65538 2.95804
C 0.51637 3.02219 4.19466
C -0.20653 4.20013 4.29451
C -0.38788 4.97301 3.16272
C 0.18519 4.53858 1.97875
N 0.89365 3.41787 1.87486
H 3.64602 0.67420 -1.32831
H 4.79908 0.85470 0.00708
H 3.85459 2.25353 -0.53085
H 3.43829 2.21505 1.86848
H 2.20135 1.05713 3.76212
H 1.08031 0.57132 2.47713
H 0.67510 2.38357 5.05411
H -0.62523 4.50355 5.24560
H -0.97923 5.87695 3.18790
H 0.06750 5.10998 1.06508
C -2.25242 -3.18870 1.76623
C -2.26882 -1.80542 2.42237
C -2.36987 -1.95004 3.94818
C -1.03336 -0.96245 2.03175
H -3.03717 -3.83114 2.17958
H -1.29056 -3.68050 1.92753
H -2.41019 -3.11219 0.69014
H -3.17282 -1.28037 2.08617
H -1.45284 -2.39882 4.33764
H -3.21894 -2.57749 4.24603
H -2.49403 -0.96706 4.40939
H -0.16612 -1.45425 2.52019
H -1.15338 0.00076 2.55874
Cl 2.49310 -1.78929 7.20573
C 2.44234 -3.00406 5.97506
C 3.59040 -3.32147 5.26966
C 3.50886 -4.25815 4.26025
C 2.32023 -4.90530 3.91270
C 2.43242 -5.86668 2.72388
C 3.00995 -5.12981 1.48152
N 2.04052 -4.43338 0.67203
C 1.48413 -4.89175 -0.49835
C 0.64568 -3.91282 -0.93165
N 0.67330 -2.86295 -0.04410
C 1.49573 -3.21517 0.91301
O 1.26098 -6.52043 2.32856
C 1.08964 -7.80663 2.91220
C -0.27913 -8.32813 2.59445
C -0.69746 -8.68089 1.34505
Cl 0.23249 -8.70164 -0.08448
S -2.33744 -9.20238 1.31560
C -2.47076 -8.97207 3.00945
C -1.31749 -8.50790 3.55209
C 1.19865 -4.61874 4.69967
Cl -0.32205 -5.42258 4.56086
C 1.26113 -3.66421 5.71308
H 4.52797 -2.83939 5.50918
H 4.41274 -4.50177 3.71348
H 3.18180 -6.62050 3.00628
H 3.50059 -5.86804 0.84887
H 3.75459 -4.40760 1.81207
H 1.75791 -5.84067 -0.91903
H 0.02166 -3.90454 -1.81013
H 1.75836 -2.62012 1.77414
H 1.20382 -7.73687 3.99895
H 1.85474 -8.49397 2.52577
H -3.40509 -9.18553 3.50258
H -1.19800 -8.28321 4.60255
H 0.37742 -3.46074 6.30063
Se -2.65321 1.87856 0.49165
C -4.45799 1.82762 -0.11042
C -4.86563 2.50144 -1.26159
C -6.21064 2.52862 -1.58769
N -7.16708 1.94291 -0.86790
C -6.76665 1.27375 0.21307
C -5.44947 1.18187 0.62793
H -4.13840 2.99824 -1.88956
H -6.55168 3.05638 -2.47438
H -7.55702 0.79077 0.78141
H -5.18638 0.62087 1.51467
*
```

=====

# C37H42MgN4P2

C37H42MgN4P2 as an isolated structure at a distorted geometry (ωB97M-V with the def2-TZVPD basis set, OMol25).

HOMO-LUMO gap (alpha / beta)   0.1642 / 0.1639 Ha
Energy above the lowest of the compared OMol25 structures with the same formula, charge and spin   93.73 kJ/mol
LUMO (alpha / beta)   0.27 / 0.27 eV
E   -2536.57991 a.u.

Structure (ORCA input):
```
! RIJCOSX wB97M-V def2-TZVPD def2/J DEFGRID3
* xyz 0 1
Mg -3.10937 -0.85682 -1.39861
C -5.04609 -0.92017 -2.39376
C -4.80971 0.31405 -1.84315
C -5.30497 0.73967 -0.48864
C -5.16514 -0.33560 0.62879
C -3.93275 -1.22158 0.55351
C -3.88359 -2.41144 -0.15958
C -5.09463 -2.98623 -0.84280
C -5.86668 -1.99828 -1.73215
C 1.89498 -1.37374 1.10390
H -4.88346 -1.05941 -3.47476
H -4.40471 1.10491 -2.48525
H -6.37446 1.02369 -0.54873
H -4.74759 1.65009 -0.19568
H -5.13416 0.22173 1.58460
H -6.09230 -0.93224 0.65089
H -3.17294 -1.01648 1.32513
H -3.05186 -3.13845 -0.05423
H -5.81343 -3.40881 -0.12207
H -4.77150 -3.83841 -1.46331
H -6.29635 -2.58563 -2.55940
H -6.69677 -1.53297 -1.17923
H 1.55501 -2.03011 0.28716
H 2.56384 -1.94551 1.77194
H 2.43356 -0.52571 0.64598
P 0.49857 -0.82966 2.06917
P 1.25308 1.39555 -0.44820
N -0.31394 -2.23563 2.50353
N 1.07863 -0.21280 3.50792
N -0.06384 0.48949 -1.49605
N 1.17831 2.96651 -1.20626
C -0.64387 0.44634 1.47865
C -0.00591 1.73204 0.91333
C -0.12773 -3.49609 1.90515
C -1.04011 -4.36910 2.45969
C -1.82010 -3.64166 3.41422
C -1.34723 -2.34539 3.44410
C 1.92139 -0.95750 4.34532
C 1.96650 -0.35017 5.57927
C 1.12423 0.82287 5.51773
C 0.58215 0.86600 4.24369
C 0.34046 -0.64585 -2.19293
C -0.61632 -0.99788 -3.12144
C -1.73238 -0.12036 -2.93678
C -1.39062 0.71895 -1.85593
C 0.11196 3.57545 -1.89336
C 0.59130 4.71722 -2.51685
C 1.98600 4.82428 -2.20656
C 2.31256 3.77392 -1.38065
H -1.33077 0.71116 2.30364
H -1.23971 -0.05777 0.69545
H -0.80891 2.37738 0.50800
H 0.50161 2.31949 1.69780
H 0.65001 -3.64473 1.18079
H -1.16578 -5.40737 2.17891
H -2.63433 -4.04117 3.98927
H -1.63148 -1.50437 4.04773
H 2.41375 -1.83789 3.94741
H 2.53559 -0.69568 6.43541
H 0.95813 1.54816 6.29303
H -0.09958 1.55620 3.78648
H 1.34313 -1.05096 -2.07733
H -0.54676 -1.79645 -3.86677
H -2.53271 0.07571 -3.67110
H -1.96236 1.56292 -1.45507
H -0.87316 3.15271 -1.86829
H 0.01417 5.39671 -3.11679
H 2.67074 5.58928 -2.55404
H 3.26583 3.45662 -0.97678
C 7.30555 0.58783 -0.17013
C 6.28387 0.14832 0.68943
C 4.93516 0.28792 0.33682
C 4.51125 0.85374 -0.89438
C 3.11952 1.05098 -1.36168
C 2.96903 1.17881 -2.73219
C 4.03023 1.43568 -3.64341
C 5.32361 1.48228 -3.17091
C 5.60267 1.16238 -1.82159
C 6.96314 1.06558 -1.42006
H 8.35653 0.54317 0.13460
H 6.55684 -0.29864 1.64808
H 4.19397 -0.09457 1.03003
H 1.97081 1.12916 -3.16573
H 3.81330 1.62089 -4.69871
H 6.15983 1.72233 -3.83453
H 7.73926 1.35115 -2.14070
*
```

=====

# C37H43IrN9OS

C37H43IrN9OS as an isolated structure (ωB97M-V with the def2-TZVPD basis set, OMol25).

HOMO-LUMO gap   0.2550 Ha
Energy above the lowest of the compared OMol25 structures with the same formula, charge and spin   0.00 kJ/mol
LUMO   -8.64 eV
E   -2505.53767 a.u.

Structure (ORCA input):
```
! RIJCOSX wB97M-V def2-TZVPD def2/J DEFGRID3
* xyz 3 1
Ir -0.06892 -0.25950 0.00009
C 0.10809 -0.92920 4.32682
C 0.39307 -0.47024 3.03849
N -0.30643 -0.85488 1.98003
C -1.34867 -1.71536 2.15829
C -1.70144 -2.21936 3.41234
C -0.93234 -1.80452 4.51678
C -2.81484 -3.11899 3.51358
C -3.51766 -3.47604 2.41610
C -3.17354 -2.96468 1.11943
C -3.86905 -3.30415 -0.05817
C -3.45910 -2.77828 -1.25595
C -2.37538 -1.89556 -1.28688
N -1.71931 -1.53511 -0.19271
C -2.09641 -2.08574 0.99916
H 0.71312 -0.58716 5.15433
H 1.20697 0.21808 2.85692
H -1.16871 -2.17612 5.50621
H -3.07738 -3.50925 4.48824
H -4.35449 -4.15770 2.49532
H -4.71249 -3.98152 -0.00966
H -3.95994 -3.02683 -2.18063
H -2.03690 -1.47782 -2.22377
S -0.14891 1.68280 -6.33472
C -0.02954 1.15371 -4.69754
C 1.12450 0.65796 -4.07612
C 1.07533 0.27352 -2.75907
N -0.03577 0.33412 -2.00030
C -1.15121 0.81995 -2.59645
C -1.18865 1.22601 -3.90166
C 1.48153 1.33796 -6.96066
C 2.45867 2.32185 -6.93991
C 3.70911 1.99741 -7.45180
N 4.00530 0.80279 -7.95438
C 3.04851 -0.11786 -7.99209
C 1.76205 0.09641 -7.50878
H 2.05572 0.57241 -4.61855
H 1.96584 -0.10345 -2.27867
H -2.04540 0.87683 -1.99043
H -2.11839 1.60016 -4.31016
H 2.25600 3.31209 -6.55481
H 4.50425 2.73356 -7.46025
H 3.31340 -1.07113 -8.43422
H 1.00909 -0.67727 -7.57438
C -3.58191 1.34065 4.71155
C -4.16773 2.44936 3.85015
N -5.05091 1.94483 2.80192
C -6.39665 1.47673 3.17441
C -6.52240 -0.03773 3.10743
C -4.73589 1.93468 1.50074
O -5.47267 1.59030 0.59255
C -3.32078 2.28555 1.08690
C -2.93858 3.53700 0.62170
C -1.67684 3.68365 0.06403
C -0.85778 2.58007 -0.06158
N -1.23758 1.36348 0.37248
C -2.43737 1.23379 0.95980
H -2.94282 1.76227 5.48766
H -2.98573 0.65422 4.10049
H -4.36615 0.76405 5.20177
H -3.36917 3.03063 3.38960
H -4.73918 3.14605 4.46520
H -7.11493 1.94362 2.50167
H -6.59400 1.84297 4.18106
H -6.34720 -0.38717 2.08979
H -7.52821 -0.33978 3.39683
H -5.81635 -0.52355 3.78389
H -3.61787 4.37789 0.68496
H -1.33199 4.64112 -0.30047
H 0.10655 2.64282 -0.54484
H -2.72083 0.25197 1.30602
C 3.96276 -1.47364 -1.21346
N 2.94806 -1.00389 -0.25757
C 1.84478 -1.87299 0.01392
C 2.86481 0.29815 0.15120
N 1.65333 0.80010 0.36371
N 3.97668 1.02380 0.27987
C 5.26404 0.44364 0.68877
C 3.89578 2.47973 0.37379
H 3.46649 -1.96081 -2.05429
H 4.64715 -2.18377 -0.75196
H 4.52830 -0.62838 -1.59403
H 2.04677 -2.86475 -0.39216
H 0.89148 -1.67518 -0.65084
H 1.63245 -1.99052 1.07047
H 1.65137 1.69193 0.83850
H 5.15617 -0.61211 0.91420
H 5.59993 0.95264 1.59176
H 6.01491 0.58019 -0.08831
H 3.15597 2.86446 -0.32667
H 4.86391 2.89294 0.10175
H 3.66024 2.80999 1.38942
*
```